Entry 1:
A cluster of 2 separate species, C2H6O2S in total at a distorted geometry, computed with wB97M-V/def2-TZVPD.

Summary:
ΔE to the lowest compared entry with this formula, charge and spin   165.1 kcal per mole
Calculated total energy   -628.20628 Eh
Multiplicity   1

Each line ends with the natural charge from an NBO analysis.
Atoms and positions in Å:
C  -0.933316  -0.588467  -0.628378  -0.66
C  -0.554994  0.482227  0.313014  -0.55
O  1.773086  -1.921143  0.021499  -0.34
O  1.880356  1.360738  -0.555546  -0.92
S  1.329064  0.404491  0.368382  1.29
H  -1.000536  -0.141832  -1.535402  0.22
H  -0.278225  -1.335531  -0.957838  0.26
H  -1.849897  -1.023682  -0.241297  0.23
H  -0.874506  0.355887  1.459620  0.22
H  -0.933290  1.450583  0.041172  0.24
H  1.442261  0.956725  1.714773  0.03

Force components x, y, z for each atom (eV/Å):
C -1.80 -0.55 1.51
C 1.77 -0.68 3.74
O -0.18 1.36 0.34
O 0.83 0.85 -1.05
S -1.54 -0.58 2.20
H -1.46 1.60 -2.93
H 1.56 -1.44 0.99
H -0.27 -0.23 -0.71
H 0.67 -0.19 -2.48
H 0.37 0.56 -0.28
H 0.06 -0.70 -1.32

Entry 2:
A structure of composition C2H6O2Si at a distorted geometry, computed with wB97M-V/def2-TZVPD.

Summary:
ΔE to the lowest compared entry with this formula, charge and spin   105.3 kcal per mole
Calculated total energy   -519.65493 Eh
Multiplicity   1

Each line ends with the natural charge from an NBO analysis.
Atoms and positions in Å:
C  1.602522  0.007967  0.607951  -0.30
C  0.572074  -0.602702  0.065201  -0.75
O  -1.142331  2.342790  -0.369812  -1.03
O  -2.301880  -1.100589  -0.301012  -1.15
Si  -1.220778  -0.473445  0.474663  1.85
H  2.565863  -0.344935  0.323733  0.20
H  1.522694  0.656058  1.481343  0.19
H  0.939200  -1.431816  -0.620435  0.24
H  -0.698260  2.986609  -0.800318  0.49
H  -1.386155  2.037272  0.851874  0.53
H  -1.340347  0.294867  1.721688  -0.28

Force components x, y, z for each atom (eV/Å):
C -0.16 0.13 1.46
C 0.13 -2.08 -1.22
O -4.66 -6.89 6.49
O -2.32 -1.29 -1.21
Si 2.92 1.32 0.45
H 0.85 0.27 -0.08
H 0.05 0.33 -0.43
H -1.13 1.11 0.39
H 2.70 3.92 -0.53
H 1.87 2.80 -5.63
H -0.26 0.38 0.30

Entry 3:
A cluster of 2 separate species, C2H6O3 in total at a distorted geometry, computed with wB97M-V/def2-TZVPD.

Summary:
ΔE to the lowest compared entry with this formula, charge and spin   27.5 kcal per mole
Calculated total energy   -305.50875 Eh
SMILES   O=CO.CO
Multiplicity   1

Each line ends with the natural charge from an NBO analysis.
Atoms and positions in Å:
O  2.505877  -1.254014  1.366594  -0.57
C  2.431292  -0.600671  0.371899  0.65
O  1.437123  -0.590914  -0.537261  -0.70
H  3.257010  0.118562  0.148399  0.10
H  0.632467  -0.905926  -0.084072  0.52
C  -1.627218  0.912910  -0.176114  -0.26
O  -1.426727  -0.515449  -0.209871  -0.75
H  -0.698155  1.361635  -0.539924  0.19
H  -2.447256  1.262271  -0.823442  0.18
H  -1.803866  1.153824  0.869036  0.18
H  -2.260548  -0.942228  -0.385244  0.48

Force components x, y, z for each atom (eV/Å):
O -0.64 -0.42 0.27
C 0.99 0.81 -0.25
O 0.31 0.31 0.82
H -0.60 -0.36 -0.52
H -0.19 -0.32 -0.38
C 0.25 -0.54 -0.04
O 0.24 0.44 -0.34
H -0.18 0.02 0.21
H 0.20 -0.28 0.28
H -0.09 0.57 -0.05
H -0.28 -0.23 -0.01

Entry 4:
An isolated molecule of C2H6O3S2 at a distorted geometry, computed with wB97M-V/def2-TZVPD.

Summary:
ΔE to the lowest compared entry with this formula, charge and spin   44.8 kcal per mole
Calculated total energy   -1101.80535 Eh
Multiplicity   1

Each line ends with the natural charge from an NBO analysis.
Atoms and positions in Å:
C  -1.702266  1.101426  -0.972089  -0.83
C  1.457075  -1.316806  0.923504  -0.78
O  -1.458597  -0.795023  0.880571  -0.96
O  1.742950  1.232657  0.467872  -0.95
O  0.790571  -0.043136  -1.481963  -0.91
S  -1.122570  0.625269  0.702945  1.08
S  0.850435  0.214959  -0.042314  1.84
H  -0.979572  0.617756  -1.564722  0.27
H  -1.726504  2.205713  -0.960917  0.24
H  -2.786283  0.734230  -1.041440  0.26
H  0.889485  -2.185616  0.579068  0.26
H  2.406327  -1.438157  0.534726  0.23
H  1.638946  -0.953278  1.974758  0.26

Force components x, y, z for each atom (eV/Å):
C -2.42 0.80 2.17
C -2.10 1.64 -0.10
O -0.99 -0.74 0.58
O -0.27 0.32 -0.39
O 0.14 -0.21 1.40
S -0.38 -0.20 -0.66
S 3.05 -0.54 0.07
H 0.19 -0.26 -1.58
H 0.29 -0.49 -0.44
H 1.72 0.27 0.02
H -0.29 0.19 1.09
H 2.13 0.10 -1.20
H -1.07 -0.88 -0.96

Entry 5:
An isolated molecule of C2H6OP2S3 at a distorted geometry, computed with wB97M-V/def2-TZVPD.

Summary:
ΔE to the lowest compared entry with this formula, charge and spin   10.8 kcal per mole
Calculated total energy   -2032.36808 Eh
Multiplicity   1

Each line ends with the natural charge from an NBO analysis.
Atoms and positions in Å:
C  0.965619  -0.689801  1.398211  -1.05
C  -0.399289  0.954084  -0.781984  -1.02
O  -0.236101  -1.370186  -1.275939  -0.98
P  -0.550947  -0.596960  0.123641  1.52
P  2.407595  -0.263345  0.397179  0.97
S  -2.219953  -1.098205  0.915321  -0.52
S  2.989285  1.582610  0.328021  -0.37
S  3.305722  -1.860092  -0.191434  -0.37
H  0.659825  -0.006004  2.096143  0.27
H  0.982190  -1.640584  1.774473  0.27
H  -0.912110  0.863643  -1.658033  0.26
H  -0.794797  1.925397  -0.244895  0.26
H  0.601505  1.214447  -1.157519  0.27
H  -0.356896  -2.285709  -1.237147  0.50

Force components x, y, z for each atom (eV/Å):
C -1.12 1.10 -4.56
C 0.87 3.51 3.09
O 0.87 1.57 0.69
P 0.44 0.29 -0.58
P 1.53 -0.11 0.76
S 0.14 0.05 0.29
S -0.55 -1.08 0.01
S -0.42 0.68 -0.05
H -0.43 1.97 1.77
H 0.27 -2.49 0.79
H -1.99 -0.56 -2.17
H 0.76 -2.10 -0.75
H -0.03 -0.38 0.62
H -0.31 -2.47 0.10

Entry 6:
A cluster of 2 separate species, C2H6OS2 in total at a distorted geometry, computed with wB97M-V/def2-TZVPD.

Summary:
ΔE to the lowest compared entry with this formula, charge and spin   25.3 kcal per mole
Calculated total energy   -951.35166 Eh
SMILES   C=CO.SS
Multiplicity   1

Each line ends with the natural charge from an NBO analysis.
Atoms and positions in Å:
C  2.496218  -0.634525  2.439869  -0.49
C  2.783270  -1.920438  2.134298  0.13
O  3.727382  -2.183322  1.193940  -0.70
H  1.851727  -0.478171  3.306504  0.20
H  3.009373  0.161275  2.001546  0.21
H  2.422908  -2.839978  2.595718  0.17
H  3.352647  -2.843617  0.602796  0.47
S  -4.938958  2.117294  -4.481009  -0.15
S  -4.517817  3.803875  -3.483176  -0.10
H  -6.050056  1.414992  -4.073129  0.13
H  -4.136693  3.402610  -2.237359  0.13

Force components x, y, z for each atom (eV/Å):
C -0.69 -3.19 1.48
C -0.06 1.75 0.34
O 0.25 -0.17 -0.80
H 0.09 0.20 -0.39
H 0.57 1.06 -0.78
H -0.49 0.52 0.25
H 0.33 -0.18 -0.10
S 0.39 -1.66 -0.94
S -0.59 0.74 1.02
H 0.19 1.13 0.44
H 0.01 -0.21 -0.52

Entry 7:
A cluster of 2 separate species, C2H6OS2 in total at a distorted geometry, computed with wB97M-V/def2-TZVPD.

Summary:
ΔE to the lowest compared entry with this formula, charge and spin   73.0 kcal per mole
Calculated total energy   -951.27567 Eh
Multiplicity   1

Each line ends with the natural charge from an NBO analysis.
Atoms and positions in Å:
C  -0.103275  -0.374124  0.520894  -0.63
C  -0.553857  0.455479  -0.619355  -0.58
O  3.168216  2.484959  -2.021317  -0.83
S  1.849768  1.922313  -1.641817  0.95
S  -0.670195  2.165823  -0.227736  -0.03
H  0.465079  0.066266  1.263726  0.22
H  -0.985075  -0.786221  0.961590  0.21
H  0.458982  -1.250342  0.238378  0.21
H  -1.442561  -0.045294  -1.159747  0.24
H  0.327905  0.463721  -1.316508  0.19
H  2.322302  1.301798  -0.611253  0.05

Force components x, y, z for each atom (eV/Å):
C -1.07 -2.24 -0.28
C 0.00 -0.03 -1.06
O -0.76 0.68 -0.32
S -0.42 0.60 -1.03
S 0.98 0.52 -0.70
H 0.99 1.49 1.34
H -0.59 -0.24 0.82
H 0.25 -0.39 -0.59
H 1.42 1.17 0.55
H -0.38 -0.31 -0.72
H -0.43 -1.24 1.99

Entry 8:
A cluster of 2 separate species, C2H6OS2 in total at a distorted geometry, computed with wB97M-V/def2-TZVPD.

Summary:
ΔE to the lowest compared entry with this formula, charge and spin   39.7 kcal per mole
Calculated total energy   -951.32885 Eh
SMILES   C=CO.SS
Multiplicity   1

Each line ends with the natural charge from an NBO analysis.
Atoms and positions in Å:
C  1.083746  -1.006199  -0.790572  -0.49
C  1.412674  0.047380  0.080304  0.13
O  2.267083  1.000156  -0.261390  -0.71
H  0.308468  -1.619125  -0.374607  0.19
H  1.386885  -1.239430  -1.806383  0.20
H  0.638842  0.055384  0.877510  0.17
H  2.984582  1.309230  0.273951  0.50
S  -2.952566  -0.057135  -0.406977  -0.15
S  -1.978184  0.280684  1.535572  -0.12
H  -2.165363  0.609655  -1.327976  0.16
H  -2.986171  0.619396  2.200570  0.11

Force components x, y, z for each atom (eV/Å):
C 0.54 2.55 2.18
C -2.19 -4.26 -2.46
O 0.06 1.16 -1.36
H -0.36 -0.34 -0.07
H 0.53 0.32 0.29
H 1.40 0.84 0.29
H 0.06 -0.26 1.12
S 0.58 0.21 0.73
S 2.11 -1.03 -3.01
H -0.23 -0.11 1.16
H -2.52 0.93 1.13

Entry 9:
A cluster of 2 separate species, C2H6OS5 in total at a distorted geometry, computed with wB97M-V/def2-TZVPD.

Summary:
ΔE to the lowest compared entry with this formula, charge and spin   7.7 kcal per mole
Calculated total energy   -2145.88710 Eh
SMILES   S=CC(S)S.OSS
Multiplicity   1

Each line ends with the natural charge from an NBO analysis.
Atoms and positions in Å:
S  -0.076498  0.890266  1.133731  0.12
C  -1.305884  -0.062391  0.763846  -0.30
C  -2.402950  0.163724  -0.278601  -0.50
S  -1.789497  0.276308  -2.074423  -0.02
S  -3.586105  -1.182708  0.047678  -0.01
H  -1.626196  -0.860102  1.380154  0.20
H  -3.076521  1.005148  -0.206664  0.26
H  -0.625428  0.626306  -1.555161  0.13
H  -3.062723  -2.273920  -0.176540  0.11
O  3.617554  1.610022  0.150615  -0.87
S  3.059977  0.312365  -0.732380  0.40
S  3.311439  -1.282836  0.491311  -0.14
H  2.918802  2.200832  0.512955  0.49
H  4.644030  -1.423012  0.543481  0.12

Force components x, y, z for each atom (eV/Å):
S 0.15 -0.12 -0.30
C -0.53 2.03 -0.43
C 0.34 -1.81 -1.31
S -0.43 -0.36 1.40
S -3.38 3.52 0.50
H 0.38 -0.99 0.76
H 0.32 0.49 0.71
H 0.75 0.29 -0.32
H 2.44 -3.03 -1.00
O -0.35 0.50 0.08
S 0.43 0.24 0.30
S -0.56 0.05 0.35
H 0.24 -0.91 -0.36
H 0.18 0.12 -0.38

Entry 10:
An isolated molecule of C2H6P2 at a distorted geometry, computed with wB97M-V/def2-TZVPD.

Summary:
⟨S²⟩   2.010
ΔE to the lowest compared entry with this formula, charge and spin   0.0 kcal per mole
Calculated total energy   -762.27608 Eh
Multiplicity   3

Each line ends with the natural charge from an NBO analysis.
Atoms and positions in Å:
C  -0.126446  0.484592  0.485462  -0.56
C  -0.108036  1.567055  -0.514698  -0.70
P  1.362317  -1.951756  1.804809  0.19
P  -0.207577  -1.175695  0.597656  0.63
H  0.670124  1.580545  -1.273711  0.21
H  -0.042455  2.490145  0.033421  0.22
H  -1.120921  1.562657  -0.899363  0.23
H  2.085127  -2.190668  0.721476  -0.07
H  -0.413288  -2.264972  -0.301601  -0.11
H  -1.388847  -1.547316  1.153356  -0.04

Force components x, y, z for each atom (eV/Å):
C 0.49 -0.41 0.29
C -0.36 -0.18 0.83
P -0.70 -0.07 2.60
P -0.42 0.70 -1.12
H -0.12 -0.34 -0.31
H 0.19 0.63 0.14
H -0.19 0.21 -0.91
H 1.40 -0.42 -1.99
H 0.67 -0.19 -0.74
H -0.96 0.06 1.21